No. 1
The molecule C8H10, computed with ωB97M-V/def2-TZVPD.

```
18
C8H10 ωB97M-V/def2-TZVPD
C 0.47 -1.63 0.14
C 2.72 -1.45 0.10
C -2.96 -0.19 0.05
C -2.00 -1.08 -0.02
C 2.57 -0.03 -0.29
C 1.43 0.63 0.50
C 0.06 0.58 -0.19
C -0.58 -0.80 -0.05
H 0.78 -2.61 0.22
H -3.91 -0.58 -0.03
H -2.78 0.88 0.02
H -2.21 -2.13 -0.14
H 3.54 0.50 -0.43
H 2.32 -0.11 -1.31
H 1.49 0.04 1.49
H 1.76 1.63 0.68
H -0.71 1.38 0.20
H 0.13 0.84 -1.20
```

Properties
E_LUMO (alpha / beta) (Eh): -0.0193 / -0.0192
Charge: 0
E_tot (Ha): -310.5010
Energy above the lowest of the compared OMol25 structures with the same formula, charge and spin (kJ/mol): 878.6
HOMO-LUMO gap (alpha / beta) (eV): 7.493 / 7.495



No. 2
The molecule C4H10O2, computed with ωB97M-V/def2-TZVPD.

```
16
C4H10O2 ωB97M-V/def2-TZVPD
C -2.18 -0.59 -0.21
C -1.01 0.28 0.27
C 0.34 -0.31 -0.11
O 0.34 -0.61 -1.49
C 1.48 0.66 0.17
O 2.66 0.06 -0.35
H -3.14 -0.13 0.04
H -2.12 -0.71 -1.30
H -2.14 -1.58 0.24
H -1.10 1.28 -0.18
H -1.05 0.40 1.36
H 0.52 -1.23 0.47
H 1.26 -0.77 -1.71
H 1.58 0.86 1.25
H 1.27 1.61 -0.35
H 3.29 0.75 -0.56
```

Properties
E_LUMO (Eh): 0.0292
Charge: 0
E_tot (Ha): -308.8759
SMILES: CC[C@@H](O)CO
Energy above the lowest of the compared OMol25 structures with the same formula, charge and spin (kJ/mol): 58.4
HOMO-LUMO gap (eV): 10.923



No. 3
A 7-piece molecular cluster, C27H50N6O7P2S overall, computed with ωB97M-V/def2-TZVPD.

```
93
C27H50N6O7P2S ωB97M-V/def2-TZVPD
C 2.93 -1.53 -2.16
P 2.47 -2.30 -0.57
O 3.62 -3.48 -0.42
C 1.01 -3.33 -1.03
O 0.68 -3.53 -2.43
S -0.73 -4.21 -2.55
O -1.49 -3.43 -3.46
O -0.61 -5.62 -2.67
O -1.19 -3.95 -1.06
C -0.34 -2.92 -0.45
P -1.03 -1.17 -0.79
O 0.24 -0.71 -1.72
O -0.68 -0.49 0.65
H 2.85 -0.45 -2.05
H 2.33 -1.86 -3.00
H 3.99 -1.76 -2.33
H 3.75 -4.04 -1.21
H 1.21 -4.34 -0.63
H -0.40 -2.98 0.64
H 0.31 0.27 -1.69
H 0.23 -0.53 1.01
C 0.90 -1.38 4.91
C 1.50 -2.30 3.85
C 2.76 -1.70 3.20
C 2.45 -0.47 2.46
N 2.16 0.44 1.84
H 0.58 -0.43 4.48
H 0.03 -1.85 5.37
H 1.64 -1.17 5.68
H 0.77 -2.52 3.07
H 1.77 -3.25 4.31
H 3.18 -2.39 2.47
H 3.52 -1.48 3.95
C -4.12 3.10 -2.73
C -4.26 2.44 -1.37
C -3.07 2.74 -0.46
C -1.82 2.27 -1.05
N -0.85 1.90 -1.54
H -3.22 2.73 -3.23
H -4.97 2.90 -3.38
H -4.02 4.19 -2.66
H -4.35 1.36 -1.49
H -5.17 2.78 -0.87
H -3.18 2.25 0.51
H -2.97 3.81 -0.28
C 0.46 3.22 -5.15
C -0.62 2.15 -5.24
C -1.74 2.54 -6.22
C -2.41 3.78 -5.84
N -2.96 4.73 -5.49
H 0.05 4.16 -4.77
H 1.26 2.91 -4.47
H 0.90 3.42 -6.12
H -1.06 1.97 -4.26
H -0.20 1.20 -5.58
H -2.50 1.76 -6.29
H -1.33 2.68 -7.23
C -2.45 -4.63 3.02
C -1.59 -5.85 2.70
C -1.14 -6.59 3.96
C -0.34 -5.75 4.84
N 0.31 -5.07 5.51
H -1.89 -3.90 3.61
H -2.78 -4.15 2.11
H -3.33 -4.91 3.59
H -0.70 -5.55 2.13
H -2.15 -6.55 2.08
H -0.55 -7.48 3.72
H -2.02 -6.93 4.53
C -2.64 8.39 -5.63
C -1.47 9.36 -5.59
C -0.21 8.79 -6.25
C 0.26 7.57 -5.60
N 0.59 6.59 -5.10
H -2.42 7.47 -5.10
H -3.52 8.84 -5.18
H -2.89 8.12 -6.66
H -1.23 9.62 -4.55
H -1.72 10.29 -6.10
H 0.61 9.52 -6.23
H -0.41 8.55 -7.30
C 3.63 -3.73 7.03
C 4.38 -3.13 8.21
C 3.64 -1.95 8.85
C 3.43 -0.87 7.89
N 3.26 -0.08 7.08
H 3.50 -2.99 6.24
H 4.16 -4.58 6.62
H 2.63 -4.07 7.32
H 5.37 -2.79 7.89
H 4.54 -3.89 8.98
H 4.19 -1.55 9.71
H 2.66 -2.28 9.21
```

Properties
E_LUMO (Eh): 0.0176
Charge: 0
E_tot (Ha): -2994.9223
SMILES: CP(O)[C@@H]1OS(=O)(=O)O[C@@H]1P(O)O.CCCC#N.CCCC#N.CCCC#N.CCCC#N.CCCC#N.CCCC#N
HOMO-LUMO gap (eV): 9.440



No. 4
C15H18BCl5F3NiO2Te as an isolated structure, computed with ωB97M-V/def2-TZVPD.

```
46
C15H18BCl5F3NiO2Te ωB97M-V/def2-TZVPD
Ni 0.10 1.61 0.26
Cl 3.29 1.75 0.34
C 2.52 2.36 1.78
C 1.12 2.40 1.83
C 0.62 2.85 3.06
Cl -1.12 2.93 3.31
C 1.40 3.26 4.13
Cl 0.71 3.81 5.62
C 2.79 3.22 4.01
Cl 3.80 3.72 5.33
C 3.35 2.76 2.83
Cl 5.08 2.69 2.68
C -3.22 1.02 -1.44
Te -2.69 1.68 0.53
C -3.17 -0.16 1.51
H -2.59 0.18 -1.72
H -2.99 1.86 -2.09
H -4.28 0.77 -1.51
H -4.25 -0.28 1.66
H -2.67 -0.14 2.48
H -2.77 -0.98 0.93
F 0.81 2.31 -2.40
C 0.36 2.76 -1.18
F 1.18 3.83 -0.92
F -0.86 3.38 -1.50
C -1.62 -2.42 -2.14
C -0.19 -1.89 -2.02
C 0.61 -2.34 -3.23
O -0.26 -0.46 -2.04
B -0.01 0.05 -0.77
O 0.33 -0.99 0.10
C 0.47 -2.22 -0.63
C 1.97 -2.51 -0.72
C -0.21 -3.33 0.16
H -2.05 -2.04 -3.07
H -2.24 -2.07 -1.32
H -1.65 -3.51 -2.17
H 0.09 -2.03 -4.13
H 0.72 -3.43 -3.25
H 1.60 -1.89 -3.23
H 2.49 -1.68 -1.21
H 2.18 -3.43 -1.26
H 2.36 -2.59 0.29
H -1.25 -3.09 0.36
H 0.30 -3.44 1.11
H -0.16 -4.28 -0.38
```

Properties
E_LUMO (alpha / beta) (Eh): 0.0857 / 0.0857
Charge: -1
E_tot (Ha): -5134.7004
Energy above the lowest of the compared OMol25 structures with the same formula, charge and spin (kJ/mol): 71.7
HOMO-LUMO gap (alpha / beta) (eV): 6.356 / 6.357